(1)
Formula: CH6SSi
Source: the OMol25 dataset
Level of theory: ωB97M-V with the def2-TZVPD basis set

The geometry in XYZ format:
```
9
CH6SSi | the OMol25 dataset | ωB97M-V with the def2-TZVPD basis set
C -0.810 1.727 -0.051
Si -1.456 0.136 0.272
S 3.583 -0.920 -0.231
H -1.485 2.318 -0.585
H 0.161 2.238 0.209
H 3.362 0.421 -0.039
H -0.930 -1.127 0.612
H -2.820 -0.039 0.421
H 4.889 -0.874 -0.400
```

E (Eh): -729.2596
SMILES: C=[SiH2].S

(2)
Formula: C4H42O23P2
Source: the OMol25 dataset
Level of theory: ωB97M-V with the def2-TZVPD basis set

The geometry in XYZ format:
```
71
C4H42O23P2 | the OMol25 dataset | ωB97M-V with the def2-TZVPD basis set
C 1.461 2.716 -2.586
P 1.105 1.156 -1.735
O 1.179 0.070 -2.995
C -0.711 1.214 -1.283
O -0.982 -0.163 -0.798
C -2.318 -0.257 -0.661
O -2.908 -1.086 -0.038
O -2.926 0.767 -1.335
C -1.860 1.301 -2.244
P -2.387 3.012 -2.840
O -3.461 3.440 -1.676
O -3.374 2.556 -4.076
H 2.498 2.645 -2.912
H 0.854 2.802 -3.489
H 1.383 3.584 -1.937
H 1.322 -0.789 -2.576
H -0.865 1.842 -0.403
H -1.841 0.554 -3.033
H -4.252 2.877 -1.693
H -3.496 1.597 -4.088
O 3.283 4.387 -4.534
H 4.158 4.703 -4.798
H 2.910 4.006 -5.334
O -3.507 -2.521 2.595
H -3.419 -3.482 2.633
H -3.556 -2.312 1.656
O 3.605 4.584 -1.038
H 3.421 4.694 -1.979
H 4.121 3.773 -0.988
O 3.629 -0.764 -0.574
H 2.919 -1.181 -0.074
H 4.313 -0.596 0.083
O -1.740 -3.027 5.096
H -2.207 -3.872 5.082
H -2.020 -2.599 4.275
O -5.028 5.398 0.500
H -5.955 5.451 0.249
H -4.706 4.591 0.083
O 6.386 5.233 -4.654
H 6.436 4.905 -3.750
H 6.820 6.092 -4.624
O -3.449 -5.798 3.055
H -4.292 -5.869 2.597
H -2.979 -6.595 2.787
O -0.542 1.098 -4.865
H -0.671 1.298 -5.798
H -0.071 0.256 -4.843
O 0.577 -4.664 5.818
H 0.734 -5.321 5.130
H -0.202 -4.171 5.517
O 5.063 -1.970 -3.154
H 4.769 -1.198 -3.646
H 4.819 -1.773 -2.241
O -3.869 1.970 1.368
H -3.808 1.008 1.376
H -3.872 2.193 0.432
O 2.751 -6.455 5.890
H 2.385 -5.598 6.152
H 3.657 -6.446 6.211
O 6.267 3.953 -7.701
H 5.875 4.677 -8.198
H 6.064 4.153 -6.780
O -4.297 -8.613 2.906
H -4.062 -9.535 3.053
H -5.205 -8.545 3.215
O 0.596 -1.879 7.558
H 0.507 -2.647 6.983
H 0.126 -1.174 7.091
O -1.338 0.174 7.446
H -1.714 -0.454 8.073
H -2.097 0.619 7.056
```

E (Eh): -2590.8786

(3)
Formula: C30H28N6NaO3S
Source: the OMol25 dataset
Level of theory: ωB97M-V with the def2-TZVPD basis set

The geometry in XYZ format:
```
69
C30H28N6NaO3S | the OMol25 dataset | ωB97M-V with the def2-TZVPD basis set
Na -1.006 -1.544 -2.629
C 3.423 4.433 9.356
O 2.161 4.588 8.737
C 1.924 3.869 7.603
C 2.829 2.985 7.032
C 2.475 2.306 5.870
C 1.240 2.493 5.272
C 0.339 3.387 5.861
C 0.676 4.065 7.010
C 0.837 1.798 4.042
N -0.313 1.963 3.437
C -0.262 1.131 2.338
C 0.932 0.463 2.291
N 1.640 0.897 3.391
C 1.288 -0.453 1.248
C 2.530 -1.087 1.124
C 2.759 -1.897 0.039
C 1.729 -2.080 -0.891
N 0.544 -1.518 -0.770
C 0.315 -0.690 0.259
C -0.974 0.032 0.287
N -1.818 -0.180 -0.733
C -2.915 0.541 -0.810
C -3.274 1.483 0.166
C -2.442 1.682 1.239
C -1.248 0.953 1.308
H 3.415 5.089 10.222
H 4.232 4.730 8.683
H 3.579 3.402 9.684
H 3.803 2.814 7.466
H 3.205 1.625 5.448
H -0.624 3.538 5.395
H -0.012 4.761 7.472
H 2.568 0.628 3.656
H 3.310 -0.924 1.859
H 3.715 -2.378 -0.114
H 1.879 -2.680 -1.782
H -3.529 0.386 -1.689
H -4.189 2.046 0.048
H -2.671 2.401 2.015
N -2.180 -3.419 -1.042
C -1.892 -4.800 -1.407
C -2.489 -5.184 -2.756
C -1.862 -4.519 -3.979
N -2.252 -3.131 -4.141
H -1.724 -3.152 -0.180
H -3.174 -3.253 -0.947
H -2.234 -5.527 -0.653
H -0.803 -4.903 -1.463
H -3.567 -4.976 -2.746
H -2.396 -6.271 -2.859
H -2.092 -5.137 -4.860
H -0.772 -4.545 -3.880
H -3.070 -3.000 -4.720
H -1.501 -2.585 -4.564
O 2.225 -1.115 -5.160
C 1.003 -0.976 -5.025
O 0.269 -1.667 -4.249
C 0.297 0.095 -5.875
C 0.992 0.423 -7.043
C 0.528 1.330 -7.978
C -0.687 1.955 -7.723
C -1.376 1.659 -6.567
C -0.934 0.733 -5.598
S -2.005 0.601 -4.192
H 1.940 -0.081 -7.178
H 1.100 1.544 -8.874
H -1.098 2.680 -8.418
H -2.316 2.160 -6.365
```

Net charge: -1
E (Eh): -2274.9445

(4)
Formula: C16H38NO3Si2
Source: the OMol25 dataset
Level of theory: ωB97M-V with the def2-TZVPD basis set

The geometry in XYZ format:
```
60
C16H38NO3Si2 | the OMol25 dataset | ωB97M-V with the def2-TZVPD basis set
C 3.329 -1.888 3.376
O 2.915 -0.844 4.222
C 3.389 0.430 3.849
C 3.085 0.862 2.429
C 1.588 1.065 2.113
C 1.106 2.392 2.677
C -0.403 2.633 2.617
C -1.329 1.474 2.996
C -0.948 0.624 4.229
C -1.074 -0.840 3.901
O -0.202 -1.674 3.982
O -2.345 -1.159 3.490
C -2.423 -1.797 2.210
H 2.968 -2.810 3.825
H 4.422 -1.920 3.318
H 2.887 -1.823 2.381
H 4.470 0.491 4.037
H 2.922 1.120 4.552
H 3.555 0.211 1.693
H 3.570 1.836 2.302
H 1.512 1.036 1.025
H 1.033 0.212 2.500
H 1.620 3.198 2.150
H 1.439 2.470 3.716
H -0.653 2.870 1.580
H -0.627 3.537 3.185
H -2.303 1.917 3.199
H -1.469 0.849 2.118
H -1.679 0.813 5.017
H 0.030 0.848 4.642
H -3.122 -2.625 2.268
H -1.454 -2.164 1.883
H -2.788 -1.077 1.479
C -1.207 1.806 -1.269
Si -0.591 0.413 -2.401
C -0.466 -1.123 -1.286
C 1.184 0.885 -2.881
N -1.643 0.251 -3.690
Si -1.521 -0.848 -4.948
C -1.597 -2.668 -4.413
C 0.045 -0.664 -6.007
C -2.978 -0.597 -6.134
H -0.543 1.942 -0.404
H -1.248 2.750 -1.817
H -2.209 1.577 -0.897
H 0.042 -0.889 -0.339
H 0.100 -1.924 -1.766
H -1.465 -1.498 -1.050
H 1.172 1.716 -3.589
H 1.712 0.047 -3.340
H 1.767 1.197 -2.004
H -0.678 -2.981 -3.912
H -1.741 -3.333 -5.276
H -2.433 -2.824 -3.728
H 0.199 0.384 -6.273
H -0.032 -1.242 -6.937
H 0.932 -1.019 -5.478
H -2.963 0.419 -6.535
H -3.923 -0.745 -5.607
H -2.939 -1.298 -6.976
```

Net charge: -1
E (Eh): -1492.0132

(5)
Formula: C2F3NO3S2Yb
Source: the OMol25 dataset
Level of theory: ωB97M-V with the def2-TZVPD basis set

The geometry in XYZ format:
```
12
C2F3NO3S2Yb | the OMol25 dataset | ωB97M-V with the def2-TZVPD basis set
N 1.036 1.547 1.492
S 0.295 2.533 0.215
S 1.311 0.040 1.153
C 2.571 -0.030 -0.304
F 2.095 0.361 -1.483
F 3.641 0.706 -0.017
F 2.971 -1.303 -0.426
O -4.968 -2.153 0.141
C -4.201 -1.342 -0.119
O -3.487 -0.468 -0.427
O 0.117 -0.619 0.344
Yb -1.381 0.727 -0.571
```

E (Eh): -2611.3463

(6)
Formula: C7H18N2O
Source: the OMol25 dataset
Level of theory: ωB97M-V with the def2-TZVPD basis set

The geometry in XYZ format:
```
28
C7H18N2O | the OMol25 dataset | ωB97M-V with the def2-TZVPD basis set
C -0.608 0.728 0.071
C 1.828 -0.003 0.242
C -2.344 0.205 -0.484
C -0.210 -1.709 0.149
C 2.220 -0.509 1.614
C 2.702 -0.530 -0.875
C -3.041 1.102 -1.485
N 0.128 -0.378 -0.277
N -0.609 1.113 1.439
O -0.311 1.850 -0.671
H 0.504 1.732 -1.171
H 1.853 1.088 0.263
H -1.053 2.010 1.576
H -1.029 0.419 2.042
H -2.856 0.256 0.477
H -2.464 -0.824 -0.817
H 0.279 -2.177 1.011
H 0.062 -2.418 -0.633
H -1.238 -2.007 0.371
H 2.189 -1.599 1.653
H 1.554 -0.118 2.381
H 3.243 -0.211 1.866
H 3.753 -0.265 -0.717
H 2.639 -1.617 -0.937
H 2.406 -0.101 -1.831
H -2.485 1.062 -2.424
H -3.051 2.139 -1.140
H -4.060 0.762 -1.694
```

E (Eh): -462.1695
SMILES: CC[C@](N)(O)N(C)C(C)C

no.,gap between HOMO and LUMO (Ha)
1,0.31989
2,0.32829
3,0.16207
4,0.23353
5,0.20190
6,0.33540